# C39H56N4O19

A molecular structure, C39H56N4O19 at a distorted geometry (ωB97M-V/def2-TZVPD, OMol25).

## Properties
Relative energy (zero: lowest compared OMol25 entry of this formula, charge and spin) in kJ/mol: 1443.75
Total charge: 0
2S+1: 1
Orbital gap in eV: 5.19

Each line ends with the Mulliken charge.
CARTESIAN COORDINATES (ANGSTROEM)
O  -22.358  -9.702  -48.645  -0.13
H  -22.477  -6.744  -41.502  0.48
O  -27.392  -4.667  -45.015  -0.68
C  -28.906  -3.562  -46.377  0.86
O  -21.582  -7.095  -43.816  0.05
C  -31.859  -7.054  -45.670  -0.67
H  -31.413  -5.952  -46.114  -0.70
H  -26.359  -10.611  -51.946  0.02
O  -28.108  -6.524  -48.395  -0.40
H  -28.208  -3.685  -48.394  0.42
H  -27.251  -6.190  -47.467  0.28
H  -28.097  -12.070  -48.997  0.46
H  -24.146  -11.338  -49.195  0.19
H  -27.542  -12.412  -44.712  0.45
H  -23.589  -8.151  -46.982  0.18
C  -19.963  -9.183  -47.709  -1.17
C  -22.409  -10.016  -45.339  -0.21
H  -27.120  -8.590  -45.802  -0.07
N  -29.301  -6.693  -48.811  0.52
H  -22.783  -12.209  -49.534  0.37
H  -27.828  -8.482  -47.632  0.02
H  -30.357  -10.071  -49.916  0.36
N  -30.147  -4.458  -46.484  0.44
H  -31.307  -3.255  -45.374  0.44
H  -31.503  -11.955  -51.807  0.33
H  -30.483  -10.279  -45.482  0.07
C  -22.856  -10.069  -49.921  0.74
H  -19.222  -5.283  -49.300  0.25
H  -32.106  -4.631  -45.803  0.40
H  -23.347  -5.153  -44.780  0.54
H  -23.788  -11.511  -50.903  0.40
O  -29.585  -4.889  -44.899  -0.43
C  -27.565  -10.635  -51.955  0.24
H  -25.004  -9.164  -50.122  0.01
C  -30.335  -13.404  -46.632  0.50
C  -24.866  -10.089  -44.054  0.50
H  -21.840  -9.955  -50.336  0.56
H  -26.916  -6.328  -46.057  -0.29
C  -29.444  -12.077  -52.858  0.58
H  -31.994  -6.791  -44.526  0.40
H  -30.474  -13.080  -48.918  0.23
O  -28.703  -2.966  -45.354  -0.40
O  -29.835  -7.719  -48.130  -0.15
C  -19.179  -7.538  -49.622  -0.49
H  -24.079  -8.898  -51.254  0.97
O  -31.072  -8.381  -47.395  -0.45
H  -31.276  -9.471  -44.128  0.40
C  -23.905  -9.000  -50.363  -1.59
H  -23.802  -4.646  -43.321  0.56
C  -23.217  -5.415  -43.836  -1.78
O  -25.946  -10.590  -43.866  -0.53
H  -23.255  -6.780  -46.528  0.40
C  -23.899  -10.577  -45.171  -0.34
O  -28.264  -6.458  -44.356  -0.64
C  -28.588  -12.376  -48.074  -0.32
C  -31.289  -9.500  -45.217  -1.39
C  -20.092  -7.962  -46.860  -0.47
C  -29.499  -13.103  -45.437  -0.49
H  -20.211  -10.022  -47.247  1.43
H  -31.864  -3.374  -47.013  0.51
H  -26.234  -8.745  -47.205  0.36
H  -18.846  -7.410  -50.683  0.39
C  -19.906  -6.502  -47.376  0.59
C  -28.064  -11.616  -52.951  -0.47
H  -27.418  -12.103  -53.890  0.26
C  -23.431  -11.447  -49.895  -1.40
N  -26.735  -6.707  -46.940  1.03
H  -21.074  -5.985  -41.447  0.75
H  -32.810  -7.225  -45.961  0.53
C  -21.892  -5.839  -41.807  -1.66
C  -29.810  -13.004  -47.940  -0.18
C  -30.407  -11.461  -51.827  -0.67
O  -30.043  -5.680  -48.965  -0.81
O  -24.822  -5.424  -47.779  -0.62
O  -28.020  -9.099  -50.247  -0.28
O  -29.867  -12.913  -53.734  -0.58
C  -21.842  -5.698  -43.344  0.03
H  -23.893  -6.192  -43.810  0.34
N  -28.439  -5.231  -44.594  0.92
H  -24.510  -7.551  -45.464  0.17
H  -27.004  -4.068  -47.279  0.22
C  -31.420  -3.860  -46.279  -1.00
H  -20.690  -8.006  -45.891  0.42
C  -24.162  -7.340  -46.479  -0.25
C  -27.707  -12.062  -46.933  0.15
O  -20.867  -8.448  -44.383  -0.74
O  -26.705  -11.455  -47.147  -0.23
C  -28.368  -10.031  -50.956  0.12
H  -25.091  -8.795  -42.379  0.14
C  -22.019  -8.903  -44.390  0.82
C  -28.168  -12.501  -45.591  -0.35
H  -29.985  -7.839  -45.674  -0.37
H  -30.914  -7.542  -47.783  0.30
O  -20.154  -5.545  -46.680  -0.55
H  -27.527  -2.325  -47.497  0.37
H  -30.316  -4.971  -47.195  0.08
H  -23.652  -8.045  -49.791  0.22
H  -22.474  -4.993  -41.377  0.38
H  -21.089  -5.144  -43.746  0.75
C  -25.223  -6.435  -47.120  -0.16
O  -31.474  -13.868  -46.510  -0.59
H  -21.785  -10.329  -46.237  0.19
C  -19.351  -6.346  -48.690  -0.53
C  -29.742  -10.571  -50.807  0.06
H  -24.295  -11.266  -46.003  0.27
C  -22.960  -8.625  -43.194  -0.13
H  -21.563  -9.747  -48.692  -0.16
H  -30.003  -5.196  -45.994  -0.06
C  -27.875  -3.411  -47.481  -1.37
C  -27.040  -8.157  -46.924  -0.37
H  -32.291  -9.833  -45.635  0.33
C  -31.034  -8.142  -45.933  1.58
H  -20.734  -7.225  -43.731  0.24
C  -24.213  -9.241  -43.088  -0.58
H  -22.506  -7.970  -42.393  0.20
H  -30.123  -13.440  -44.543  0.31
O  -19.214  -10.056  -49.770  -0.55
C  -19.392  -9.021  -49.113  0.36

# C39H56N7O2PtSSe

A molecular structure, C39H56N7O2PtSSe at a distorted geometry (ωB97M-V/def2-TZVPD, OMol25).

## Properties
Relative energy (zero: lowest compared OMol25 entry of this formula, charge and spin) in kJ/mol: 106.62
Total charge: +1
2S+1: 1
Orbital gap in eV: 7.84

Each line ends with the Mulliken charge.
CARTESIAN COORDINATES (ANGSTROEM)
C  -3.807  -2.797  4.949  -0.79
Se  -1.291  -2.204  0.894  -0.88
H  -2.738  -4.102  -3.669  0.37
C  -4.367  -3.141  -1.590  0.08
H  3.992  -3.874  -1.501  0.38
H  -6.682  -4.040  0.753  0.49
C  3.391  -2.964  -1.515  -1.48
C  1.917  -3.286  -1.252  0.03
H  -4.686  -3.052  -3.729  0.55
N  1.671  -1.729  1.121  0.64
C  -0.420  2.720  0.414  0.58
H  -2.382  -1.661  -3.002  0.30
C  -2.854  -2.642  -0.029  -0.22
H  1.554  -3.657  4.641  0.53
C  2.766  -1.143  1.486  0.72
N  0.662  3.128  1.051  -0.01
H  -7.980  -4.385  -1.326  0.43
H  -1.149  -2.189  -1.867  -0.54
N  -3.062  -2.728  -1.352  1.56
C  0.699  4.244  1.997  -0.72
C  -1.746  4.314  1.718  -0.71
C  -2.057  -2.498  -2.384  -0.20
C  2.696  1.658  -0.589  -1.04
C  1.672  -5.305  0.217  -0.61
H  -4.199  -5.102  2.356  0.38
H  -5.318  -2.847  2.159  0.59
C  -1.132  -4.910  -2.500  0.09
C  1.531  -5.911  1.455  -1.20
H  -3.590  -4.932  4.801  0.38
C  -0.484  5.162  1.743  -0.88
H  4.875  1.010  1.804  0.57
H  2.268  2.103  -1.469  0.51
H  1.368  -5.605  3.567  0.41
H  -3.006  -5.861  -1.921  0.34
C  -4.520  0.407  0.840  1.64
H  -2.792  -2.466  4.720  0.05
H  -0.362  5.669  0.784  0.35
C  3.013  0.162  0.984  -1.02
C  -3.758  -4.205  2.797  -0.14
C  1.707  -3.922  0.099  0.51
C  -3.689  0.709  -0.407  -0.81
H  0.353  -1.498  4.953  0.53
H  -5.191  -4.347  4.401  0.37
H  -6.410  0.929  2.865  0.28
N  -3.980  -3.051  0.603  1.24
C  -6.244  -3.838  -0.214  -1.21
H  1.562  -3.966  -2.026  0.66
H  -0.552  5.914  2.526  0.39
H  -1.166  -3.421  -4.058  0.57
H  -2.148  -5.096  -0.571  0.13
H  1.332  -2.365  -1.333  -0.40
C  -4.490  1.908  2.782  -0.44
C  3.863  2.012  0.086  -0.33
H  1.644  4.764  1.848  0.38
H  -4.499  -2.013  4.632  0.25
O  -3.940  1.931  -0.914  -0.63
H  1.498  -6.990  1.531  0.45
C  0.259  -2.064  4.026  -0.53
H  2.381  -2.315  3.882  0.27
H  -0.640  -2.677  4.083  0.02
H  -6.516  0.869  0.476  0.25
N  2.170  0.539  -0.039  0.59
N  -5.692  1.291  0.886  -0.55
H  -0.795  -5.622  -3.257  0.55
C  1.490  -2.944  3.818  -1.03
C  -4.941  -3.377  -0.347  1.05
H  4.500  2.848  -0.157  0.47
C  -3.705  0.770  2.114  0.41
N  -1.598  3.255  0.724  0.08
C  -1.804  -3.744  -3.232  -0.91
C  1.517  -3.741  2.530  0.82
H  -2.353  3.017  0.091  0.22
H  -3.647  -0.089  2.780  -0.28
H  -7.003  -3.874  -3.523  0.45
C  4.069  1.055  1.090  -1.05
H  -3.740  -2.091  2.413  -0.41
H  -6.520  2.608  2.307  0.47
C  -6.961  -4.026  -1.382  -0.73
H  -2.627  4.902  1.468  0.47
H  -1.567  -6.608  -1.229  0.48
H  -4.742  2.224  -0.412  0.47
H  -4.775  -0.651  0.818  -0.14
H  3.515  -2.487  -2.487  0.41
C  -5.909  1.707  2.277  -0.85
C  -4.241  -2.980  2.035  -1.08
H  -2.680  1.040  1.862  -0.19
H  1.766  -5.911  -0.677  0.49
H  3.532  -1.693  2.025  0.69
O  -2.864  -0.035  -0.858  -0.28
C  1.615  -3.160  1.263  0.14
H  1.541  2.696  0.782  0.05
H  -0.246  -4.541  -1.982  -0.58
H  -2.673  -4.280  2.677  -0.03
H  -3.894  -2.880  6.031  0.42
Pt  0.407  -0.366  0.068  1.23
S  -0.412  1.590  -0.932  -0.66
C  -5.099  -3.296  -2.762  -0.88
C  1.459  -5.130  2.597  -1.24
H  -4.439  1.847  3.868  0.49
H  3.790  -2.286  -0.759  0.23
H  -1.903  3.868  2.704  0.33
H  -4.118  2.886  2.477  -0.12
C  -6.401  -3.744  -2.634  -0.95
C  -2.019  -5.654  -1.499  -1.18
H  0.682  3.862  3.020  0.34
H  0.124  -1.355  3.209  -0.02
C  -4.125  -4.136  4.282  -0.70